[1]
This record from OMol25 describes a cluster of 2 separate species, C3H9N2O3 in total at a distorted geometry. The level of theory is ωB97M-V with the def2-TZVPD basis set.

The geometry in XYZ format:
```
17
Properties=species:S:1:pos:R:3
O -1.7890 1.5699 -2.2270
C -1.2294 1.4073 -1.1499
N -1.5852 2.1066 -0.0553
C -0.1117 0.3683 -0.8979
N 0.2362 0.2250 0.4808
C -0.1592 -1.0315 1.2050
O 0.9211 -1.6673 1.7073
H -1.1607 1.9973 0.8457
H -2.0804 2.9770 -0.1805
H 0.7266 0.4079 -1.6040
H -0.4997 -0.5755 -1.3425
H 1.2169 0.3082 0.7104
H -0.7558 -1.6744 0.5116
H -0.8727 -0.7513 2.0159
H 1.9196 -1.7908 0.7023
H 2.4549 -1.9257 -0.8185
O 2.7685 -1.9511 0.0965
```

Its net charge is -1. The value obtained for the HOMO energy is -3.7007 eV. The value obtained for the LUMO energy is 3.66 eV. The spin multiplicity is 1. For the HOMO-LUMO gap, the calculation gives 7.4 eV.

[2]
This record from OMol25 describes an isolated molecule of C3H9N2OP at a distorted geometry. The level of theory is ωB97M-V with the def2-TZVPD basis set.

The geometry in XYZ format:
```
16
Properties=species:S:1:pos:R:3
C 1.0089 -0.1148 0.9595
C 0.9821 -0.8712 -1.7843
C 0.9663 1.1583 1.6850
N -1.8716 -1.3087 -1.1471
N -0.9323 0.9816 -0.7421
O -0.2354 -0.9242 0.8888
P -0.3869 -0.6064 -0.6661
H 1.8933 -0.7911 1.0224
H 1.6716 -1.6561 -1.6627
H 2.0532 1.5202 2.0404
H 0.2444 1.2496 2.5746
H 0.5499 1.8945 0.9101
H -1.9664 -2.3361 -1.2265
H -2.4282 -0.9102 -0.4080
H -0.1335 1.6295 -0.8002
H -1.4153 1.0853 -1.6437
```

The value obtained for the HOMO energy (alpha / beta) is -7.7872 / -8.0017 eV. The value obtained for the LUMO energy (alpha / beta) is 0.10 / -0.46 eV. The spin multiplicity is 1. For the HOMO-LUMO gap (alpha / beta), the calculation gives 7.9 / 7.5 eV.

[3]
This record from OMol25 describes a structure of composition C3H9N2OS at a distorted geometry. The level of theory is ωB97M-V with the def2-TZVPD basis set.

The geometry in XYZ format:
```
16
Properties=species:S:1:pos:R:3
N 1.8010 -0.6527 -0.4658
C 1.7710 0.9395 -0.5786
C -0.4806 -0.2611 -1.7212
S -1.9572 0.4671 -1.4908
C -0.1481 -0.2157 1.6254
N 0.6300 -1.3561 1.9130
O 0.2261 0.9459 1.9769
H 1.2766 2.2423 -0.2384
H 2.6847 -1.0435 -0.9186
H -1.0120 -0.4257 1.0301
H -0.2267 -1.2470 -1.2790
H 1.0313 -1.9576 -0.8201
H 0.2359 -0.2085 -2.6055
H -0.0420 1.8648 1.9009
H 1.0558 -1.3062 2.8285
H 1.3628 -1.3836 0.9957
```

Its net charge is +1. The value obtained for the HOMO energy is -12.3866 eV. The value obtained for the LUMO energy is -5.71 eV. The spin multiplicity is 1. For the HOMO-LUMO gap, the calculation gives 6.7 eV.

[4]
This record from OMol25 describes the ion C3H9N2S with charge -1. The level of theory is ωB97M-V with the def2-TZVPD basis set.

The geometry in XYZ format:
```
15
Properties=species:S:1:pos:R:3
C 0.9467 0.3944 0.4077
C 2.1694 -0.2492 -0.2375
S 3.7119 0.0330 0.6749
N -0.2610 0.3045 -0.3925
C -1.4751 0.0147 0.3212
N -2.5642 -0.1658 -0.6318
H 1.1768 1.4176 0.7264
H 0.8287 -0.1125 1.3495
H 1.9499 -1.3167 -0.3234
H 2.2627 0.1185 -1.2680
H -0.3618 1.1153 -0.9860
H -1.2533 -0.8618 0.9362
H -1.7207 0.8212 1.0104
H -2.1696 -0.7221 -1.3901
H -3.2403 -0.7910 -0.1970
```

Its net charge is -1. The value obtained for the HOMO energy is -2.2072 eV. The value obtained for the LUMO energy is 3.59 eV. The spin multiplicity is 1. For the HOMO-LUMO gap, the calculation gives 5.8 eV. Its SMILES is NCNCC[S-].

What is the formula in the first record? C3H9N2O3

spin multiplicity of number 1 (C3H9N2O3)? 1